{"formula": "C6H9N", "method": "ωB97M-V/def2-TZVPD", "species": ["C", "C", "C", "C", "N", "C", "C", "H", "H", "H", "H", "H", "H", "H", "H", "H"], "coordinates": [[-0.65160, -1.09129, -0.90025], [-1.15080, 0.20828, -0.87519], [-0.70132, 1.36786, -0.05051], [0.08768, 0.65071, 0.90424], [1.34790, 0.87987, 1.37307], [1.19531, -0.15450, 0.28024], [0.60487, -1.56010, 0.04729], [-1.17600, -1.84377, -1.38542], [-2.00251, 0.27545, -1.54763], [-1.68338, 1.71078, 0.39812], [-0.30915, 2.03300, -0.92548], [-0.58487, 0.03100, 1.43731], [1.94033, 1.60765, 1.30444], [1.28415, 0.08206, -0.74367], [0.49924, -1.93774, 1.08923], [1.30014, -2.25924, -0.40579]], "nbo_charge": [-0.205, -0.163, -0.473, -0.071, -0.581, -0.108, -0.446, 0.201, 0.206, 0.225, 0.241, 0.185, 0.382, 0.173, 0.221, 0.212], "e_homo_ev": -8.55, "total_charge": 0, "lumo_ev": 1.2, "molar_mass_g_mol": 95.14, "homo_lumo_gap_ev": 9.7206, "relative_energy_ev": 5.172, "e_tot_ha": -288.59196}

{"formula": "C6H9N", "method": "ωB97M-V/def2-TZVPD", "species": ["H", "N", "C", "C", "C", "C", "C", "C", "H", "H", "H", "H", "H", "H", "H", "H"], "coordinates": [[-0.05509, 0.32404, 3.44422], [-0.27924, 0.29260, 2.50431], [0.35119, -0.51763, 1.78869], [-0.09153, -0.73826, 0.31617], [-1.36373, -0.27788, -0.30005], [-0.03109, 0.10239, -0.89316], [0.35531, 1.53740, -1.20115], [0.55252, -1.30477, -0.90438], [1.21613, -1.21770, 2.20602], [-1.89289, -0.89187, -0.86527], [-1.91380, 0.44925, 0.14485], [-0.24105, 2.10742, -0.47133], [0.27712, 1.89301, -2.18707], [1.41574, 1.53749, -0.95171], [1.68125, -1.29442, -1.12169], [0.01916, -2.00107, -1.50844]], "nbo_charge": [0.344, -0.635, 0.164, -0.131, -0.375, 0.018, -0.610, -0.386, 0.154, 0.182, 0.214, 0.226, 0.219, 0.208, 0.215, 0.195], "e_homo_ev": -8.90, "total_charge": 0, "lumo_ev": 1.0, "molar_mass_g_mol": 95.14, "homo_lumo_gap_ev": 9.9394, "relative_energy_ev": 3.666, "e_tot_ha": -288.64731}

{"formula": "C6H9N", "method": "ωB97M-V/def2-TZVPD", "species": ["C", "C", "C", "C", "C", "C", "N", "H", "H", "H", "H", "H", "H", "H", "H", "H"], "coordinates": [[2.24966, 0.53612, 2.27994], [0.95185, 0.37703, 1.51726], [1.10244, -0.53679, 0.38490], [0.10363, -0.62893, -0.53361], [-1.26972, -0.13682, -0.39233], [-1.98934, 0.43713, -1.55484], [-2.25597, -0.93094, -1.15304], [2.05521, 0.68481, 3.35116], [2.66363, 1.50101, 1.95062], [3.03483, -0.22854, 2.13734], [1.97426, -1.16792, 0.18886], [0.30012, -1.17065, -1.46303], [-1.52553, 0.20806, 0.60402], [-1.46412, 0.54166, -2.50143], [-2.70775, 1.21765, -1.32395], [-3.12093, -0.98856, -0.62282]], "nbo_charge": [-0.764, 0.062, -0.419, 0.036, -0.173, -0.238, -0.572, 0.234, 0.258, 0.186, 0.182, 0.205, 0.242, 0.199, 0.203, 0.359], "e_homo_ev": [-8.03, -8.03], "total_charge": 0, "lumo_ev": [-0.4, -0.4], "molar_mass_g_mol": 95.14, "homo_lumo_gap_ev": [7.6161, 7.6158], "relative_energy_ev": 5.112, "e_tot_ha": -288.59418}

{"formula": "C6H9N", "method": "ωB97M-V/def2-TZVPD", "species": ["C", "C", "C", "C", "C", "N", "C", "H", "H", "H", "H", "H", "H", "H", "H", "H"], "coordinates": [[2.25313, -0.35879, -0.07120], [0.78353, -0.08188, -0.07375], [0.20720, 1.12850, -0.21328], [-1.24268, 1.17942, 0.16921], [-1.71692, -0.23511, 0.33081], [-1.38105, -1.15878, -0.62397], [-0.17480, -1.14233, 0.21179], [2.82737, 0.55592, 0.07647], [2.50929, -1.05982, 0.71812], [2.55164, -0.82890, -1.02137], [0.76465, 2.05145, -0.28165], [-1.86656, 1.66299, -0.59474], [-1.38696, 1.74214, 1.09884], [-2.61121, -0.43028, 0.91340], [-1.47968, -1.13888, -1.62759], [-0.03696, -1.88567, 0.98891]], "nbo_charge": [-0.629, -0.040, -0.196, -0.484, 0.002, -0.651, -0.078, 0.217, 0.216, 0.219, 0.203, 0.222, 0.221, 0.189, 0.378, 0.210], "e_homo_ev": -8.23, "total_charge": 0, "lumo_ev": 1.1, "molar_mass_g_mol": 95.14, "homo_lumo_gap_ev": 9.3732, "relative_energy_ev": 2.798, "e_tot_ha": -288.67921}

{"formula": "C6H9N", "method": "ωB97M-V/def2-TZVPD", "species": ["H", "N", "C", "C", "C", "C", "C", "C", "H", "H", "H", "H", "H", "H", "H", "H"], "coordinates": [[-0.89045, -2.05957, -0.32202], [-0.31568, -1.21868, -0.30854], [-1.03531, -0.19136, -0.04643], [-2.54121, -0.29169, 0.11649], [-0.37753, 1.12122, 0.06778], [0.95547, 1.34669, 0.09592], [2.12351, 0.45715, 0.18379], [2.45096, -0.76192, -0.25904], [-2.81280, -0.52938, 1.15163], [-3.06840, 0.62467, -0.16763], [-2.91009, -1.10422, -0.51913], [-1.03790, 1.98749, 0.16408], [1.24072, 2.39584, 0.18587], [3.00643, 0.91469, 0.61332], [1.94849, -1.30892, -1.03657], [3.36300, -1.19182, 0.15360]], "nbo_charge": [0.328, -0.626, 0.261, -0.678, -0.268, -0.142, -0.274, -0.287, 0.231, 0.220, 0.220, 0.206, 0.204, 0.202, 0.217, 0.186], "e_homo_ev": -8.54, "total_charge": 0, "lumo_ev": 0.4, "molar_mass_g_mol": 95.14, "homo_lumo_gap_ev": 8.9570, "relative_energy_ev": 2.130, "e_tot_ha": -288.70376}

{"formula": "C6H9N", "method": "ωB97M-V/def2-TZVPD", "species": ["C", "C", "C", "C", "C", "C", "N", "H", "H", "H", "H", "H", "H", "H", "H", "H"], "coordinates": [[-0.68889, 0.57804, -2.67302], [-0.52238, -0.25305, -1.82167], [-0.22026, -1.12409, -0.69426], [0.15314, -0.22732, 0.47166], [-1.03175, 0.45074, 1.13379], [1.47759, 0.42788, 0.43073], [1.23637, -0.73728, 1.29413], [-0.79417, 1.33616, -3.40549], [-1.07436, -1.76421, -0.44545], [0.62233, -1.77210, -0.95086], [-1.74573, 0.80642, 0.38045], [-0.71461, 1.30987, 1.73347], [-1.55685, -0.25556, 1.79195], [2.17296, 0.24982, -0.39126], [1.57985, 1.40860, 0.89267], [1.10679, -0.43390, 2.25316]], "nbo_charge": [-0.268, 0.020, -0.491, 0.091, -0.623, -0.257, -0.589, 0.236, 0.235, 0.250, 0.230, 0.213, 0.211, 0.202, 0.194, 0.348], "e_homo_ev": -9.58, "total_charge": 0, "lumo_ev": 1.0, "molar_mass_g_mol": 95.14, "homo_lumo_gap_ev": 10.6143, "relative_energy_ev": 2.918, "e_tot_ha": -288.67480}